(1)
DFT (ωB97M-V/def2-TZVPD) results for a molecular structure, C2F3InMgNO4S2 in a non-equilibrium geometry.

CARTESIAN COORDINATES (ANGSTROEM)
O1 -3.03 -0.96 1.23
C1 -3.08 0.00 0.49
O2 -3.44 0.17 -0.68
In1 -1.78 1.92 -0.14
Mg1 -1.39 -1.49 -0.83
N1 0.04 1.19 -0.24
S1 -0.50 0.65 -1.87
S2 0.78 0.08 0.60
O3 0.20 -1.29 0.38
O4 0.97 0.50 1.98
C2 2.50 -0.15 -0.11
F1 2.44 -0.76 -1.28
F2 3.07 1.03 -0.25
F3 3.21 -0.89 0.73

As for the net charge: +2. The calculation puts the LUMO energy (spin up / spin down) at -12.3 / -12.9 eV. For the molecular weight, the calculation gives 362.28 g/mol. For the calculated total energy, the calculation gives -52173.329 eV. For the gap between HOMO and LUMO (spin up / spin down), the calculation gives 0.2284 / 0.2020 Ha. As for the multiplicity: 2.


(2)
DFT (ωB97M-V/def2-TZVPD) results for 6 unconnected molecules or ions with the total composition C14H42ClN4O6 in a non-equilibrium geometry.

CARTESIAN COORDINATES (ANGSTROEM)
N1 0.20 -0.46 0.08
H1 0.39 0.50 0.39
H2 1.04 -1.01 0.17
H3 -0.13 -0.49 -0.89
H4 -0.62 -0.73 0.67
N2 -1.22 -0.51 4.50
H5 -1.58 -1.45 4.77
H6 -1.26 -0.46 3.46
H7 -0.25 -0.34 4.75
H8 -1.81 0.20 4.93
O1 -1.79 -0.98 1.95
C1 -2.09 -2.34 1.92
C2 -2.45 -2.84 3.41
O2 -1.46 -2.92 4.38
H9 -1.19 -2.85 1.56
H10 -2.88 -2.68 1.23
H11 -3.02 -3.79 3.48
H12 -3.21 -2.10 3.73
Cl1 3.34 -2.21 1.05
O3 3.93 -1.25 0.16
O4 2.27 -2.83 0.25
O5 4.33 -3.13 1.47
O6 2.65 -1.57 2.13
C3 0.79 -3.46 -3.39
C4 -0.35 -2.40 -3.39
N3 -0.08 -1.11 -2.76
C5 1.01 -0.31 -3.38
C6 1.02 -0.20 -4.91
C7 -1.32 -0.30 -2.82
C8 -2.51 -0.89 -2.05
H13 0.93 -3.82 -2.37
H14 1.72 -2.93 -3.60
H15 0.63 -4.27 -4.09
H16 -0.64 -2.24 -4.44
H17 -1.18 -2.84 -2.84
H18 0.88 0.69 -2.96
H19 1.95 -0.66 -2.95
H20 0.04 0.11 -5.28
H21 1.73 0.61 -5.11
H22 1.30 -1.13 -5.41
H23 -1.61 -0.24 -3.87
H24 -1.20 0.73 -2.47
H25 -2.27 -1.21 -1.04
H26 -2.94 -1.70 -2.65
H27 -3.23 -0.08 -1.95
C9 -1.36 3.67 1.82
C10 -0.81 2.26 1.47
N4 0.63 2.26 1.07
C11 1.50 2.21 2.27
C12 3.00 2.19 1.99
C13 0.94 3.41 0.20
C14 0.08 3.39 -1.08
H28 -1.33 4.42 1.03
H29 -0.80 4.12 2.64
H30 -2.39 3.63 2.18
H31 -0.97 1.59 2.31
H32 -1.45 1.90 0.67
H33 1.28 3.09 2.88
H34 1.08 1.34 2.78
H35 3.52 1.77 2.85
H36 3.20 1.47 1.19
H37 3.56 3.10 1.76
H38 1.97 3.29 -0.15
H39 0.82 4.36 0.73
H40 0.15 4.35 -1.60
H41 -1.01 3.36 -1.02
H42 0.52 2.69 -1.79

As for the net charge: -1. The calculation puts the LUMO energy at 2.4 eV. For the molecular weight, the calculation gives 397.96 g/mol. For the calculated total energy, the calculation gives -45958.406 eV. For the gap between HOMO and LUMO, the calculation gives 0.2100 Ha. As for the multiplicity: 1.


(3)
DFT (ωB97M-V/def2-TZVPD) results for C2H3NOS in the gas phase in a non-equilibrium geometry.

CARTESIAN COORDINATES (ANGSTROEM)
O1 2.17 -0.75 -0.02
N1 1.78 0.58 -0.18
C1 0.55 0.83 0.17
C2 -0.45 -0.19 0.36
S1 -2.12 -0.12 -0.12
H1 3.07 -0.75 -0.39
H2 0.41 1.96 0.10
H3 0.06 -1.13 0.51

As for the net charge: 0. The calculation puts the LUMO energy at -1.5 eV. For the molecular weight, the calculation gives 89.12 g/mol. For the calculated total energy, the calculation gives -16492.208 eV. Its structure (SMILES) is O/N=C\C=S. For the gap between HOMO and LUMO, the calculation gives 0.2798 Ha. As for the multiplicity: 1.


(4)
DFT (ωB97M-V/def2-TZVPD) results for 2 unconnected molecules or ions with the total composition C24H30N2O3S2 in a non-equilibrium geometry.

CARTESIAN COORDINATES (ANGSTROEM)
C1 3.79 3.39 -5.42
C2 4.79 4.28 -4.71
C3 4.85 3.95 -3.22
N1 3.52 3.93 -2.61
C4 3.46 4.02 -1.22
S1 4.57 4.94 -0.38
S2 2.27 3.21 -0.34
C5 2.48 3.17 -3.28
C6 2.42 3.53 -4.77
H1 3.72 3.67 -6.48
H2 4.11 2.34 -5.37
H3 5.79 4.15 -5.14
H4 4.51 5.33 -4.83
H5 5.37 2.98 -3.10
H6 5.45 4.71 -2.70
H7 2.63 2.08 -3.18
H8 1.52 3.40 -2.81
H9 2.07 4.56 -4.86
H10 1.68 2.88 -5.26
C7 -6.94 -4.14 3.72
O1 -6.82 -2.95 2.91
C8 -5.70 -2.20 3.11
C9 -5.57 -1.01 2.36
C10 -4.45 -0.23 2.54
N2 -3.49 -0.57 3.44
C11 -2.21 0.22 3.51
C12 -1.14 -0.26 2.56
C13 -1.34 -1.24 1.66
C14 -0.34 -1.74 0.73
C15 0.97 -2.06 1.14
C16 1.90 -2.51 0.23
C17 1.54 -2.64 -1.14
O2 2.50 -3.05 -2.00
C18 2.14 -3.17 -3.39
C19 0.21 -2.35 -1.55
C20 -0.71 -1.92 -0.62
C21 0.19 0.51 2.56
C22 1.09 0.34 3.76
O3 0.53 1.24 1.64
C23 -3.59 -1.72 4.15
C24 -4.69 -2.55 4.02
H11 -7.89 -4.56 3.42
H12 -6.12 -4.85 3.50
H13 -6.94 -3.90 4.79
H14 -6.34 -0.71 1.65
H15 -4.26 0.69 1.98
H16 -2.47 1.26 3.27
H17 -1.85 0.20 4.55
H18 -2.33 -1.69 1.59
H19 1.24 -1.98 2.20
H20 2.93 -2.75 0.53
H21 3.06 -3.50 -3.88
H22 1.35 -3.91 -3.53
H23 1.82 -2.20 -3.79
H24 -0.07 -2.45 -2.60
H25 -1.73 -1.69 -0.92
H26 0.68 -0.36 4.49
H27 2.07 -0.01 3.44
H28 1.23 1.31 4.24
H29 -2.76 -1.95 4.82
H30 -4.73 -3.45 4.64

As for the net charge: 0. The calculation puts the LUMO energy at -2.3 eV. For the molecular weight, the calculation gives 458.65 g/mol. For the calculated total energy, the calculation gives -56163.435 eV. For the gap between HOMO and LUMO, the calculation gives 0.0632 Ha. As for the multiplicity: 1.


Which formula does entry 1 have? C2F3InMgNO4S2


What is the net charge in the second record? -1


What is the calculated total energy in the second record? -45958.406 eV